[1]
Density functional theory data (wB97M-V/def2-TZVPD) for a structure of composition C6H19CdNO5.

```
32
Properties=species:S:1:pos:R:3:forces:R:3
Cd -5.04654 -34.33243 23.05653 2.123 1.262 2.395
O -4.32597 -32.74190 24.40104 -0.191 -1.482 -0.278
C -3.20412 -33.37083 25.01720 0.258 1.996 0.228
C -2.97233 -34.89995 25.02857 -1.809 -1.552 -0.412
O -3.71328 -35.64233 24.04489 0.912 0.300 0.356
H -3.24162 -33.04289 26.06090 0.163 -0.240 0.381
H -2.32812 -32.83024 24.64048 0.501 -0.266 -0.334
H -3.29162 -35.24887 26.01701 -0.386 -0.048 0.263
H -1.94430 -35.27226 25.02423 0.535 0.804 -0.398
C -3.01559 -35.01021 19.32959 -0.120 -0.573 -0.820
C -4.06109 -34.81355 20.42041 -0.747 -1.523 -0.767
C -4.57682 -36.18664 20.93210 0.029 0.985 -0.266
O -5.65094 -36.05532 21.88007 -0.928 -1.595 -2.203
C -6.55589 -37.16196 21.83297 -0.684 -0.071 1.263
N -3.52711 -33.96163 21.46467 1.297 0.168 -2.139
H -2.56046 -34.06590 19.02687 0.233 0.093 0.431
H -3.42676 -35.35168 18.37734 -0.322 -0.324 0.144
H -2.25765 -35.74226 19.61118 0.200 0.199 0.131
H -4.89765 -34.30889 19.93233 -0.257 0.071 0.287
H -3.79161 -36.72122 21.46884 0.207 -0.278 -0.444
H -4.95206 -36.61240 20.00046 0.081 -0.816 0.279
H -7.35213 -36.97052 22.55398 0.193 0.323 0.204
H -6.11474 -38.09968 22.17339 0.482 0.082 -0.190
H -7.12466 -37.35254 20.92122 0.653 0.468 -0.615
H -3.17732 -33.27885 20.79912 0.040 1.401 0.975
H -2.64723 -34.42369 21.67613 0.075 -0.082 1.145
O -6.85407 -34.53428 24.17797 -2.251 -0.082 0.868
H -7.37539 -35.16261 24.68359 0.148 -0.282 0.092
H -7.09326 -33.67337 24.53411 0.302 0.247 0.247
O -6.49227 -33.21547 21.75752 -0.718 0.707 -1.001
H -7.38675 -32.89545 21.89747 -0.175 -0.087 0.150
H -6.04652 -32.49856 21.29795 0.156 0.194 0.030
```
Positions in Å, forces in eV/Å.

Calculated values
Total charge: 0
Lowest unoccupied orbital energy in eV: -0.14
Energy relative to the best compared isomer or geometry (same formula, charge and spin) in kJ/mol: 134.1
Kohn-Sham gap in eV: 6.106

What are the Mulliken partial charges on each atom? They are as follows, in elementary charge units: Cd 1.295; O -0.861; C -0.393; C -0.485; O -0.900; H 0.347; H 0.237; H 0.277; H 0.301; C -1.636; C 0.432; C -0.887; O -0.147; C -0.901; N -0.571; H 0.452; H 0.422; H 0.386; H 0.175; H 0.359; H 0.454; H 0.238; H 0.349; H 0.321; H 0.345; H 0.323; O -0.446; H 0.235; H 0.276; O -0.516; H 0.241; H 0.278

[2]
Density functional theory data (wB97M-V/def2-TZVPD) for a structure of composition C33H37DyN3O6S.

```
81
Properties=species:S:1:pos:R:3:forces:R:3
Dy -1.01628 0.30800 -0.98029 -0.600 0.161 -0.091
O -2.65326 -1.53999 1.43921 -0.060 -0.064 -0.210
C -3.59595 -0.64653 1.98352 -0.065 0.222 -0.225
C -3.18879 0.82832 1.89230 0.232 -0.361 0.030
N -2.96032 1.39539 0.54595 0.101 -0.080 -0.039
C -2.48774 2.77631 0.72680 0.226 0.080 0.005
C -0.96316 2.84778 0.97382 -0.587 0.390 0.390
O -0.51525 3.66889 1.76967 0.073 -0.079 -0.162
O -0.25998 2.05168 0.26086 -0.163 -0.502 -0.276
C -4.15987 1.28043 -0.29752 0.093 -0.288 -0.171
C -4.26372 -0.10527 -0.99317 -0.240 0.313 0.383
O -5.37033 -0.52913 -1.27696 0.083 -0.005 -0.088
O -3.13772 -0.70287 -1.20267 0.908 -0.062 0.207
H -2.86952 -1.62091 0.49483 0.100 -0.004 0.046
H -3.67836 -0.89275 3.04534 -0.081 0.121 0.002
H -4.57945 -0.80026 1.52604 -0.036 0.021 0.048
H -2.25525 0.94049 2.45070 -0.031 0.104 0.030
H -3.97568 1.41112 2.39747 0.080 0.045 0.022
H -3.00320 3.29474 1.54210 -0.014 -0.058 0.000
H -2.65895 3.33648 -0.19399 -0.045 -0.050 -0.029
H -4.10471 2.00979 -1.10919 0.052 0.030 0.030
H -5.08201 1.46154 0.26577 0.017 -0.021 0.004
C 1.00438 -1.54331 -3.87932 -0.079 -0.024 -0.073
O 0.87492 -0.78694 -2.68980 -0.092 0.146 0.369
H 1.82754 -2.25993 -3.79859 -0.047 -0.006 0.027
H 1.17474 -0.89333 -4.74240 -0.049 0.004 0.019
H 0.07608 -2.09396 -4.02356 0.018 0.005 -0.018
H 1.70975 -0.30168 -2.55522 -0.154 0.002 0.025
C -3.95481 3.23543 -4.07514 -0.005 0.024 -0.005
C -3.89427 1.86230 -4.26414 -0.053 -0.051 -0.047
C -2.89116 1.11699 -3.65622 0.186 -0.050 0.010
C -1.91407 1.67125 -2.80519 -0.209 0.307 -0.256
C -1.99634 3.07254 -2.68646 0.182 -0.040 -0.026
C -2.97581 3.84441 -3.30355 -0.070 0.041 0.003
H -4.74960 3.81900 -4.52566 0.023 0.010 -0.021
H -4.64801 1.36492 -4.86552 0.030 0.003 -0.030
H -2.88329 0.04647 -3.84896 -0.108 -0.017 0.111
H -1.24888 3.60172 -2.09815 0.002 -0.045 0.037
H -2.98129 4.92256 -3.17586 -0.002 -0.006 0.034
C 3.04443 2.97512 1.97178 -0.146 -0.033 0.033
C 3.20154 2.20661 0.70558 0.091 0.091 0.009
C 4.13334 1.22828 0.48723 0.052 -0.130 -0.044
C 4.09735 0.54603 -0.74690 -0.182 0.345 0.096
N 3.23022 0.85056 -1.68869 0.110 -0.337 -0.028
C 2.36323 1.87956 -1.51517 0.182 0.460 -0.165
S 1.36157 2.40514 -2.72863 -0.140 0.000 0.107
N 2.37398 2.53698 -0.29963 0.217 -0.447 0.018
C 5.06841 -0.54735 -1.05459 0.046 -0.025 0.070
H 3.72554 2.61426 2.73786 0.001 -0.035 -0.006
H 2.00963 2.88689 2.31531 0.009 0.044 0.013
H 3.23508 4.03432 1.79023 -0.005 -0.005 0.015
H 4.84329 0.95596 1.25286 -0.028 0.018 0.048
H 1.58276 3.14166 -0.11446 -0.099 0.023 -0.016
H 5.81215 -0.64760 -0.26556 0.010 -0.042 -0.021
H 5.56296 -0.33825 -2.00300 -0.001 0.017 0.015
H 4.53336 -1.48825 -1.16508 -0.079 -0.104 0.010
C 1.78552 -2.65208 5.42213 -0.002 -0.002 0.029
C 1.43607 -3.43450 4.32956 -0.006 -0.022 0.038
C 1.00223 -2.85241 3.14961 -0.049 0.055 -0.023
C 0.93389 -1.46081 3.01393 0.072 -0.014 0.217
C 1.27067 -0.69145 4.13551 0.013 -0.025 -0.083
C 1.68772 -1.27221 5.32142 0.027 -0.015 0.072
C 0.48949 -0.74149 1.80307 -0.004 0.076 -0.459
C 0.39883 -1.12480 0.51177 0.419 -0.094 0.326
C 0.94411 -2.40724 0.04240 -0.079 -0.088 -0.056
C 0.17517 -3.25416 -0.77022 0.043 0.140 0.119
C 0.71250 -4.39338 -1.34345 0.006 -0.065 -0.007
C 2.04736 -4.71709 -1.13632 0.046 -0.074 -0.044
C 2.82256 -3.90367 -0.32038 0.045 0.010 0.037
C 2.27814 -2.77350 0.26745 -0.003 0.051 -0.139
H 2.11078 -3.11289 6.34675 0.008 -0.006 -0.006
H 1.49371 -4.51411 4.40317 -0.033 -0.003 -0.016
H 0.70346 -3.48561 2.32850 -0.016 -0.004 -0.055
H 1.19746 0.38881 4.06533 -0.026 0.006 -0.016
H 1.92734 -0.64895 6.17513 0.025 0.016 -0.021
H 0.19830 0.28180 2.05162 -0.105 0.000 -0.074
H -0.86311 -2.99177 -0.95410 -0.016 -0.052 -0.033
H 0.09299 -5.02848 -1.96582 -0.010 0.017 -0.010
H 2.48510 -5.58731 -1.60956 -0.038 -0.032 0.019
H 3.85976 -4.16233 -0.13333 -0.005 0.022 -0.009
H 2.88074 -2.15198 0.91986 0.037 0.048 -0.029
```
Positions in Å, forces in eV/Å.

Calculated values
Total charge: -1
Lowest unoccupied orbital energy (alpha / beta) in eV: 2.36 / 2.36
2S+1: 6
Energy relative to the best compared isomer or geometry (same formula, charge and spin) in kJ/mol: 0.0
Kohn-Sham gap (alpha / beta) in eV: 7.066 / 7.021
Expectation value of S²: 9.33

What are the Mulliken partial charges on each atom? They are as follows, in elementary charge units: Dy -0.418; O -0.530; C -0.947; C -0.629; N 0.579; C -0.891; C 0.540; O -0.779; O 0.190; C -0.551; C 0.484; O -0.803; O -0.606; H 0.403; H 0.493; H 0.285; H 0.397; H 0.267; H 0.324; H 0.302; H 0.313; H 0.320; C -0.909; O 0.401; H 0.255; H 0.244; H 0.241; H 0.072; C -0.443; C -0.640; C -0.203; C 0.345; C -0.209; C -0.692; H 0.354; H 0.343; H 0.240; H 0.387; H 0.371; C -1.421; C 1.079; C -1.080; C 1.170; N -0.599; C -0.138; S -0.267; N 0.122; C -1.354; H 0.396; H 0.267; H 0.357; H 0.344; H 0.202; H 0.341; H 0.411; H 0.236; C -0.487; C -0.859; C -0.009; C 0.537; C -0.453; C -0.724; C -0.080; C 0.133; C 0.295; C -0.290; C -0.700; C -0.597; C -0.962; C 0.201; H 0.382; H 0.393; H 0.543; H 0.396; H 0.388; H -0.282; H 0.442; H 0.397; H 0.344; H 0.407; H 0.623